Computed, not measured: a molecular structure, C15H24ClN2O3 in a non-equilibrium geometry, with the ωB97M-V functional and the def2-TZVPD basis.

Cartesian coordinates (Å):
O1 -0.17156 -1.08793 -1.66988
H1 -0.35701 -1.56645 -2.54880
C1 0.51977 -1.93394 -0.88421
C2 -0.62619 -2.91137 -0.13583
N1 -1.65310 -2.35742 0.51243
C3 -3.00027 -1.93671 0.14338
C4 -3.04348 -0.59884 -0.45815
N2 -1.89646 0.40685 -0.19962
H2 -1.03926 0.07564 -0.60026
C5 -2.05168 1.74479 -0.48772
H3 -3.01348 2.37399 0.08884
H4 -2.41386 1.90119 -1.65005
C6 -0.89471 2.56398 -0.32418
O2 -0.85530 3.08889 1.20571
H5 -0.20273 3.63312 1.24332
C7 0.35804 2.18563 -0.61805
O3 0.87629 0.99022 0.13859
C8 2.13621 0.73990 0.14386
C9 2.74488 0.20282 1.11033
C10 3.91701 -0.29971 1.33874
C11 4.75239 -0.09108 0.06550
C12 4.22300 0.71039 -0.79214
C13 3.02326 1.16846 -0.94192
H6 2.62648 1.63893 -1.69690
H7 5.00494 0.98895 -2.01260
Cl1 6.51581 -0.61302 0.20045
H8 4.31815 -1.06871 2.08102
H9 2.01038 0.08006 1.97214
H10 0.23177 1.85256 -1.67356
H11 1.20362 2.98763 -0.64324
H12 -1.13656 3.78266 -0.81379
C14 -1.79683 0.16490 1.25795
C15 -1.23195 -1.19761 1.69998
H13 -1.68719 -1.67479 2.63093
H14 -0.20895 -1.31525 1.75548
H15 -1.03552 1.13434 1.82423
H16 -2.72571 0.36579 1.64563
H17 -2.78909 -0.56191 -1.43046
H18 -3.93209 0.06678 -0.45128
H19 -3.79603 -1.70631 0.99851
H20 -3.16998 -2.70335 -0.44857
H21 -0.26284 -3.46486 0.80373
H22 -1.31135 -3.55565 -0.79200
H23 0.99692 -2.83171 -1.36093
H24 0.84428 -1.37181 -0.22664

Forces on the atoms, in the same order (eV/Å):
O -1.5 0.4 -5.2
H 0.2 1.4 1.8
C -5.4 -9.8 -3.5
C 1.5 -2.0 -0.4
N -4.0 7.7 7.2
C 1.2 3.0 4.4
C -0.2 3.9 -2.6
N -0.5 -3.7 4.7
H 0.7 -0.8 -0.9
C -6.5 4.4 -3.1
H 2.8 -2.4 -1.3
H 0.9 -0.8 2.6
C -3.8 9.2 5.2
O -7.2 -6.8 -2.5
H 6.7 5.6 0.4
C 8.0 -2.6 -3.3
O -5.3 2.0 0.1
C 3.1 4.9 -8.8
C -4.2 -3.0 9.7
C 7.2 -2.6 -4.1
C 2.1 -3.2 7.9
C 6.6 2.0 -9.1
C -4.9 -2.3 5.8
H -1.4 2.6 -4.2
H -2.1 -0.9 4.0
Cl -2.2 0.6 -0.7
H -1.0 1.8 -0.7
H 0.7 -0.1 -0.6
H 0.8 0.0 0.1
H -1.7 -1.3 0.4
H 0.7 -4.1 0.7
C 5.7 2.9 3.7
C -3.4 -3.3 -2.1
H 0.4 1.3 -1.1
H 2.2 0.4 0.2
H -2.4 -3.1 -1.9
H -2.3 0.3 0.9
H -0.3 -1.4 -4.3
H 0.1 -0.9 0.8
H 1.9 -2.1 -0.8
H -2.7 -3.1 -3.5
H 1.2 -0.4 -2.3
H 2.3 -0.2 -0.3
H 1.0 1.8 0.1
H 4.6 4.3 6.5

Values from the calculation:
Charge = +1
E_tot = -1380.60627 hartree
Energy above the lowest of the compared OMol25 structures with the same formula, charge and spin = 14.691 eV
F_max = 11.7 eV/Å

---

Computed, not measured: 7 unconnected molecules or ions with the total composition C15H24F4O15 in a non-equilibrium geometry, with the ωB97M-V functional and the def2-TZVPD basis.

Cartesian coordinates (Å):
C1 -0.87558 3.17469 0.35644
C2 -1.73487 2.49848 -0.69182
O1 -3.06389 2.95226 -0.29270
C3 -2.94901 3.44405 0.95230
O2 -3.93508 3.88340 1.63655
O3 -1.73365 3.32044 1.43493
F1 -1.57910 1.16800 -0.42121
H1 -0.66927 4.21527 0.10598
H2 -0.00046 2.54774 0.52736
H3 -1.56476 2.61515 -1.76212
C4 -1.42097 -3.28675 2.41609
C5 -1.22654 -3.78565 3.78496
O4 -1.34877 -5.11853 3.62971
C6 -1.61165 -5.45901 2.43746
O5 -1.83518 -6.57246 2.11528
O6 -1.46020 -4.47868 1.65560
F2 -2.20537 -3.46184 4.59975
H4 -0.64258 -2.59964 2.08431
H5 -2.36629 -2.75144 2.32716
H6 -0.30369 -3.45736 4.26318
C7 0.80403 1.35785 -3.80665
C8 2.10906 1.24802 -3.14172
O7 2.11777 2.46813 -2.47757
C9 1.40353 3.36765 -3.16433
O8 1.11178 4.50656 -2.77628
O9 0.74852 2.72676 -4.18415
F3 3.09618 1.25628 -4.05184
H7 0.21513 0.96247 -2.97902
H8 0.59929 0.61715 -4.57967
H9 2.23733 0.27593 -2.66560
C10 -0.69204 2.25885 4.79720
C11 -1.21314 0.90538 5.21456
O10 -1.11109 0.12665 4.03804
C12 -0.53280 0.75972 3.10651
O11 -0.35385 0.30680 1.98207
O12 -0.18944 1.94513 3.54239
F4 -2.49359 1.05254 5.59520
H10 0.10913 2.57872 5.46345
H11 -1.41432 3.07518 4.80272
H12 -0.70880 0.49711 6.09038
C13 -1.62169 -1.63678 -4.81780
O13 -1.44310 -1.68446 -3.40743
H13 -1.93142 -2.59049 -5.24513
H14 -2.27669 -0.92158 -5.31537
H15 -0.63299 -1.30173 -5.13135
H16 -1.94850 -2.42133 -3.05645
C14 5.55369 0.06526 -2.05608
O14 4.63117 -1.03673 -2.03803
H17 5.26739 0.82577 -2.78254
H18 5.61165 0.53299 -1.07324
H19 6.53375 -0.22825 -2.43217
H20 4.26676 -1.19369 -1.16387
C15 0.75673 -1.94382 -0.74777
O15 1.58641 -0.86552 -0.29844
H21 1.00662 -2.84420 -1.30898
H22 0.32569 -2.35649 0.16438
H23 -0.03194 -1.39524 -1.26271
H24 1.03084 -0.14499 0.00780

Forces on the atoms, in the same order (eV/Å):
C 1.1 1.0 -1.8
C -0.6 0.1 1.0
O 1.3 -0.4 -0.8
C -5.9 1.4 3.6
O 4.4 -1.9 -3.2
O -0.2 -0.3 1.4
F -0.7 -0.6 -0.4
H 0.9 -0.2 -0.6
H -0.1 0.4 0.5
H -0.2 0.5 0.2
C -0.1 1.8 -1.4
C 1.2 0.7 0.6
O 1.4 -1.4 4.8
C -0.1 -3.8 -1.3
O -0.6 -1.5 -0.6
O 0.0 3.6 -3.6
F -2.1 1.6 1.7
H 0.1 -0.3 -0.2
H -0.1 -0.1 0.0
H 0.3 -0.4 0.0
C -0.3 -1.8 -0.3
C 0.0 -1.1 -1.6
O 1.5 0.4 1.7
C -3.1 2.8 1.2
O 1.7 -3.4 -1.5
O -0.3 0.0 0.7
F 1.6 0.3 -1.1
H -1.5 1.1 0.2
H 0.4 0.7 -0.6
H 0.0 0.7 1.5
C 0.7 -0.1 1.0
C -0.4 0.8 1.0
O -2.1 -2.9 3.6
C 1.1 0.2 -4.3
O 0.1 1.0 1.9
O 1.7 2.4 -2.0
F -1.0 -0.5 -0.1
H 0.2 0.0 -0.2
H -0.4 -0.4 -0.4
H 0.3 -0.6 -0.5
C 1.1 0.0 -0.5
O -0.9 0.2 0.0
H 0.5 -0.2 0.1
H -0.7 0.5 1.1
H 0.1 -0.6 -0.7
H -0.1 0.1 0.1
C -0.3 -0.1 0.0
O 0.3 0.3 -0.6
H -0.6 0.0 0.1
H 0.3 0.0 -0.1
H 0.1 -0.5 0.5
H 0.1 0.3 0.1
C -2.6 1.4 1.4
O 2.2 -0.8 -0.8
H 1.6 0.8 -0.4
H -0.4 -0.2 0.0
H -0.5 -0.9 -0.4
H -0.4 -0.3 0.1

Values from the calculation:
Charge = 0
E_tot = -2113.91691 hartree
Energy above the lowest of the compared OMol25 structures with the same formula, charge and spin = 0.000 eV
SMILES = O=C1OC[C@@H](F)O1.O=C1OC[C@@H](F)O1.O=C1OC[C@@H](F)O1.O=C1OC[C@@H](F)O1.CO.CO.CO
F_max = 7.1 eV/Å

---

Computed, not measured: a molecular structure, C15H24K3N5O5 in a non-equilibrium geometry, with the ωB97M-V functional and the def2-TZVPD basis.

Cartesian coordinates (Å):
K1 4.26655 2.02402 1.70750
K2 3.41668 1.98590 -2.76552
K3 3.59990 -1.36317 0.51627
C1 1.03429 1.34881 -0.33844
O1 2.38621 1.10109 -0.22154
H1 0.64161 1.16272 -1.34899
H2 0.49426 0.60242 0.25752
H3 0.73656 2.36185 -0.05292
C2 -2.29317 -0.50859 1.62902
N1 -2.63738 -0.10947 2.99501
O2 -1.79056 0.60970 3.56166
O3 -3.65589 -0.48578 3.48585
H4 -2.58921 0.27785 0.93339
H5 -2.78982 -1.44511 1.39246
H6 -1.20709 -0.45190 1.61313
C3 -1.80402 -0.95578 -3.24082
N2 -2.74887 0.14520 -2.78996
O4 -3.77336 0.31532 -3.42896
O5 -2.39524 0.75797 -1.78460
H7 -1.95267 -1.17906 -4.29396
H8 -2.06135 -1.78691 -2.58820
H9 -0.79748 -0.57358 -3.09076
N3 -1.86435 6.17232 -0.17600
C4 -1.16247 4.99866 -0.22287
C5 -2.15501 3.99750 -0.19223
C6 -3.39346 4.63036 -0.03719
C7 -3.22472 5.99289 -0.04371
H10 -1.43993 7.08187 -0.26617
H11 -0.10416 4.93339 -0.40882
H12 -1.85658 2.96400 -0.28155
H13 -4.37363 4.19346 0.08059
H14 -4.01313 6.72579 -0.01942
N4 2.46649 -2.99522 3.62935
C8 1.77341 -3.27398 2.49386
C9 1.31478 -2.10370 1.95369
C10 1.53663 -1.08335 2.87850
C11 2.22159 -1.68085 3.92000
H15 2.93864 -3.68524 4.19047
H16 1.75332 -4.28066 2.10432
H17 0.85391 -1.99629 0.98349
H18 1.20173 -0.05783 2.84860
H19 2.57584 -1.34982 4.88506
N5 2.36067 -4.40494 -2.21748
C12 3.03771 -3.33838 -2.72291
C13 2.39578 -2.17048 -2.33098
C14 1.24087 -2.59688 -1.67084
C15 1.25173 -3.94905 -1.53195
H20 2.74407 -5.33594 -2.18881
H21 3.94150 -3.60089 -3.25232
H22 2.76418 -1.15776 -2.38923
H23 0.53958 -1.90336 -1.22948
H24 0.59506 -4.55915 -0.93310

Forces on the atoms, in the same order (eV/Å):
K -0.6 0.2 0.0
K -0.5 -0.1 0.3
K -0.4 -0.1 -0.3
C -0.5 -0.7 0.0
O 2.6 0.1 -0.1
H 0.0 0.2 -0.3
H -0.5 0.3 0.3
H -0.2 0.0 0.2
C 0.4 0.5 -0.7
N 1.6 1.3 0.9
O -1.0 -0.8 -0.6
O -0.8 -0.3 0.2
H -0.5 0.0 0.2
H 0.3 0.0 0.0
H 0.0 -0.7 -0.1
C -0.4 0.6 0.0
N -0.1 0.0 -0.5
O 1.0 0.0 0.8
O -0.4 -0.3 -0.6
H -0.3 0.0 0.2
H 0.3 -0.1 -0.2
H -0.1 -0.2 0.3
N 0.2 1.7 0.1
C -2.4 -0.7 -0.4
C 2.2 0.4 0.2
C -1.1 -0.1 0.0
C 1.1 -1.4 -0.2
H 0.0 -0.1 0.1
H 0.0 0.2 0.1
H -0.6 -0.2 0.1
H 0.2 -0.3 -0.1
H 0.5 0.4 0.1
N -1.3 0.4 -0.3
C 1.0 -1.0 -1.2
C -1.0 -0.6 -0.7
C 0.8 0.4 1.2
C 1.1 0.3 0.9
H -0.2 0.2 0.3
H 0.0 0.1 -0.1
H -0.3 -0.2 0.2
H -0.1 0.0 0.0
H -0.2 0.5 -0.2
N -0.7 0.5 0.6
C 0.8 -0.2 0.3
C 1.0 -0.9 -0.8
C -0.7 1.1 1.3
C 0.3 -0.4 -0.2
H -0.3 -0.1 -0.2
H 0.1 0.6 -0.1
H -0.2 0.0 -0.5
H -0.2 -0.2 0.0
H 0.0 -0.3 -0.4

Values from the calculation:
Charge = +2
E_tot = -3035.05866 hartree
Energy above the lowest of the compared OMol25 structures with the same formula, charge and spin = 0.000 eV
F_max = 2.6 eV/Å

---

Computed, not measured: a molecular structure, C15H24N6OSSe4TeTl in a non-equilibrium geometry, with the ωB97M-V functional and the def2-TZVPD basis.

Cartesian coordinates (Å):
Tl1 -0.07250 -1.16818 2.07852
Se1 2.41466 0.95540 2.64998
Se2 1.54940 0.51502 4.74066
Se3 -0.30254 1.80265 5.18209
Se4 -2.19665 0.42840 4.70387
O1 -1.74434 -2.21840 4.57562
N1 -1.15478 -1.19427 4.78656
Te1 -2.21302 -3.59085 2.44742
C1 -2.09374 -3.66805 0.33237
C2 -1.43648 -4.56306 -0.46311
C3 -1.63440 -4.35724 -1.85654
C4 -2.44389 -3.29820 -2.11807
S1 -2.99082 -2.56878 -0.65787
H1 -0.83477 -5.35838 -0.04655
H2 -1.18819 -4.96443 -2.63273
H3 -2.75295 -2.90162 -3.07249
C5 3.47256 0.70806 -1.65542
C6 3.75387 -0.68263 -1.06721
C7 4.78428 -0.57376 0.06478
C8 4.24053 -1.64933 -2.15594
C9 2.49592 -1.19672 -0.52738
N2 1.49529 -1.60267 -0.13740
H4 4.38302 1.10432 -2.10682
H5 3.15726 1.38875 -0.86332
H6 2.69332 0.66341 -2.41706
H7 5.68759 -0.09181 -0.31300
H8 5.04760 -1.55993 0.44669
H9 4.38731 0.01998 0.88753
H10 5.17374 -1.27613 -2.57921
H11 3.49958 -1.74262 -2.95025
H12 4.42039 -2.63805 -1.73411
C10 -2.72057 1.10590 0.87698
N3 -1.26571 0.95030 0.68944
C11 -0.62414 2.23649 1.02972
N4 -1.13885 3.33342 0.20646
C12 -2.58355 3.42391 0.40863
N5 -3.26746 2.18146 0.04670
C13 -2.97053 1.87561 -1.35187
N6 -1.53142 1.76063 -1.59816
C14 -1.00945 0.69394 -0.74096
C15 -0.89365 3.01644 -1.19759
H13 -2.91912 1.33724 1.92114
H14 -3.21471 0.16718 0.62038
H15 0.45224 2.14916 0.88496
H16 -0.81599 2.45531 2.08206
H17 -2.97803 4.24123 -0.20186
H18 -2.77795 3.63952 1.46151
H19 -3.38466 2.66533 -1.98492
H20 -3.44368 0.92594 -1.61240
H21 0.07008 0.61244 -0.88702
H22 -1.47909 -0.24736 -1.01808
H23 -1.28444 3.82833 -1.81767
H24 0.18345 2.92673 -1.35903

Forces on the atoms, in the same order (eV/Å):
Tl 0.1 0.0 0.3
Se 0.0 0.1 -0.1
Se 0.4 -0.1 0.1
Se -0.3 0.2 0.1
Se -0.4 0.5 -0.3
O 0.4 1.2 1.0
N 0.0 -1.6 0.1
Te -0.2 -0.2 -0.8
C -0.3 -0.1 0.1
C 0.0 0.0 0.0
C 0.1 0.0 -0.1
C -0.2 0.2 0.0
S 0.2 -0.2 0.0
H 0.0 0.0 0.0
H 0.0 0.0 0.0
H 0.0 -0.1 0.0
C 0.0 0.0 0.1
C 0.4 0.2 -0.1
C -0.1 0.0 0.0
C -0.1 0.0 0.1
C -0.3 -0.2 0.1
N 0.1 -0.1 -0.3
H 0.0 0.0 0.0
H 0.0 0.0 0.0
H 0.0 0.0 0.0
H 0.0 0.0 -0.1
H 0.0 0.0 0.0
H 0.0 0.0 0.1
H 0.0 0.0 0.0
H 0.0 0.0 0.0
H 0.0 0.0 0.0
C 0.0 -0.1 -0.1
N 0.0 0.3 -0.2
C -0.1 0.0 0.0
N 0.0 0.2 0.0
C 0.0 0.0 0.0
N -0.1 0.0 0.0
C 0.0 0.0 0.0
N 0.1 0.0 -0.1
C 0.0 0.0 0.1
C 0.0 -0.1 0.0
H 0.0 -0.1 0.1
H 0.0 0.0 0.0
H 0.0 0.0 0.1
H 0.1 0.0 0.0
H 0.0 0.0 0.0
H 0.0 0.0 0.0
H 0.0 0.0 0.0
H 0.0 0.0 0.0
H 0.0 0.0 0.0
H 0.0 -0.1 0.0
H 0.0 0.0 0.0
H 0.0 0.0 0.0

Values from the calculation:
Charge = -1
E_tot = -11434.16458 hartree
Energy above the lowest of the compared OMol25 structures with the same formula, charge and spin = 0.519 eV
F_max = 1.6 eV/Å

---

Computed, not measured: C15H24O3 in the gas phase in a non-equilibrium geometry, with the ωB97M-V functional and the def2-TZVPD basis.

Cartesian coordinates (Å):
O1 1.65518 -0.29429 3.04681
O2 -0.99144 3.67406 -0.78227
O3 -0.64882 -1.12193 1.79829
C1 -2.11605 1.52282 -0.40095
C2 -1.56653 0.34572 -0.94775
C3 -1.96126 3.22301 1.47129
C4 0.10307 -0.07966 -2.68474
C5 2.00259 -1.57948 -0.94056
C6 1.85977 -0.77756 1.75721
C7 -0.26530 -3.39163 0.52440
C8 0.20597 2.08267 0.42180
C9 0.81533 1.29916 -0.83378
C10 -0.31740 -2.45885 -0.75122
C11 -0.01278 -2.37233 1.68206
C12 -1.23875 2.64317 0.17964
C13 0.55419 -1.04572 1.08940
C14 -0.05592 0.12912 -1.15391
C15 0.52454 -1.15460 -0.45682
H1 0.74891 -0.18992 3.09411
H2 -1.73535 3.81294 -1.36617
H3 -3.18995 1.65862 -0.39225
H4 -2.25901 -0.31459 -1.41742
H5 -2.16290 2.37995 2.09692
H6 -1.42023 4.03469 2.12661
H7 -2.83661 3.72050 1.18690
H8 -0.42997 0.73164 -3.21718
H9 1.07780 -0.10212 -3.09358
H10 -0.40605 -1.05885 -2.92227
H11 2.72901 -0.82590 -0.61917
H12 2.15067 -1.89126 -2.00191
H13 2.27532 -2.48724 -0.35808
H14 2.34962 0.13926 1.26538
H15 2.51915 -1.68888 1.85359
H16 0.59483 -4.03722 0.42706
H17 -1.17200 -4.05066 0.62680
H18 0.79794 3.00579 0.68006
H19 0.18897 1.57426 1.33051
H20 1.85491 1.04484 -0.72619
H21 0.76656 2.01770 -1.67034
H22 -1.34589 -2.19245 -0.85735
H23 -0.03438 -3.04512 -1.59671
H24 0.39229 -2.87970 2.53171

Forces on the atoms, in the same order (eV/Å):
O 2.3 -0.5 1.1
O 0.0 0.3 0.0
O -1.0 0.4 0.3
C 2.3 -2.6 -1.2
C -0.3 4.2 1.7
C 3.0 0.6 0.2
C -2.7 -0.9 -0.1
C -0.4 -0.1 1.0
C 1.8 2.7 0.1
C -1.3 2.0 -0.3
C 0.4 2.2 -1.3
C -1.9 2.7 1.6
C -0.5 -0.1 2.0
C 0.8 -0.5 -2.7
C 0.5 -0.4 0.2
C 0.8 -4.6 -0.9
C 0.5 -1.5 -1.4
C 0.2 -1.5 -0.5
H -3.1 0.5 0.8
H -0.4 -0.1 0.0
H -0.1 0.0 0.0
H -0.2 -0.7 -0.1
H -0.4 -0.4 0.6
H -0.3 -1.7 -1.5
H -1.6 0.4 -0.6
H 0.1 -0.4 0.3
H 1.3 -0.1 0.1
H 0.5 1.0 -0.2
H 0.0 -0.2 -0.5
H -0.6 0.7 0.7
H -0.2 0.5 -0.3
H 0.0 -1.8 0.0
H -0.5 1.1 -0.7
H 0.4 -0.2 0.4
H 0.8 0.7 -0.1
H -0.3 -0.8 -0.6
H 0.1 -1.5 1.4
H 0.3 -0.2 0.3
H 0.0 -0.2 0.3
H -0.8 0.2 -0.3
H 0.4 0.0 -0.8
H 0.2 0.6 1.0

Values from the calculation:
Charge = 0
E_tot = -811.54211 hartree
Energy above the lowest of the compared OMol25 structures with the same formula, charge and spin = 3.320 eV
SMILES = C[C@@]1([C@@]2(C)C=C[C@](C)(O)CC2)CC[C@@H]2O[C@@]21CO
F_max = 4.7 eV/Å